Record 1
Below is a structure of composition C53H64BN7OS8W, with properties calculated with ωB97M-V/def2-TZVPD.

- ΔE to the lowest compared entry with this formula, charge and spin (kJ/mol) = 0.0
- gap between HOMO and LUMO (Ha) = 0.200
- LUMO (Ha) = -0.2390

Geometry as ORCA input:
```
! RIJCOSX wB97M-V def2-TZVPD def2/J DEFGRID3
* xyz 2 1
W -0.084 0.396 0.462
C 0.820 5.237 -1.990
C 1.298 3.922 -2.515
C 1.928 3.771 -3.721
C 2.337 2.497 -4.169
N 2.179 1.438 -3.407
N 1.578 1.592 -2.237
B 1.604 0.403 -1.236
N 2.991 0.407 -0.545
N 3.948 1.239 -0.936
C 5.171 0.972 -0.546
C 5.460 -0.228 0.149
C 4.470 -1.089 0.534
C 4.716 -2.415 1.175
C 3.162 -0.654 0.231
S 1.691 -1.425 0.713
C 6.269 1.945 -0.929
C 7.013 2.370 0.345
C 5.690 3.181 -1.615
C 7.236 1.238 -1.890
N 1.632 -0.909 -2.118
N 2.805 -1.258 -2.648
C 2.839 -2.316 -3.418
C 1.656 -3.038 -3.711
C 0.465 -2.694 -3.139
C -0.808 -3.445 -3.361
C 0.510 -1.578 -2.271
S -0.869 -1.021 -1.355
C 4.182 -2.742 -3.983
C 4.397 -4.234 -3.688
C 5.321 -1.943 -3.353
C 4.164 -2.508 -5.500
C 1.106 2.734 -1.779
S 0.184 2.672 -0.313
C 2.988 2.233 -5.520
C 4.414 1.727 -5.273
C 3.033 3.493 -6.383
C 2.175 1.149 -6.242
H 1.083 6.042 -2.672
H 1.259 5.444 -1.013
H -0.264 5.228 -1.862
H 2.102 4.639 -4.343
H 6.491 -0.473 0.370
H 5.761 -2.526 1.457
H 4.458 -3.211 0.472
H 4.101 -2.550 2.066
H 6.339 2.863 1.048
H 7.806 3.072 0.085
H 7.479 1.523 0.852
H 5.013 3.724 -0.954
H 5.141 2.912 -2.518
H 6.506 3.848 -1.893
H 7.683 0.346 -1.446
H 8.048 1.916 -2.153
H 6.726 0.943 -2.810
H 1.705 -3.892 -4.374
H -0.654 -4.265 -4.059
H -1.582 -2.786 -3.757
H -1.183 -3.849 -2.419
H 4.366 -4.435 -2.615
H 5.376 -4.538 -4.058
H 3.656 -4.867 -4.176
H 5.366 -2.103 -2.274
H 5.210 -0.873 -3.527
H 6.266 -2.270 -3.787
H 3.355 -3.056 -5.988
H 5.103 -2.852 -5.934
H 4.049 -1.447 -5.732
H 5.033 2.492 -4.801
H 4.879 1.459 -6.224
H 4.401 0.846 -4.630
H 3.650 4.275 -5.936
H 2.036 3.895 -6.575
H 3.475 3.247 -7.348
H 2.152 0.226 -5.660
H 2.630 0.937 -7.210
H 1.148 1.474 -6.415
N -0.621 -0.919 2.173
C -1.551 -2.030 2.060
C -1.211 -3.221 2.682
C -2.043 -4.323 2.570
C -3.203 -4.219 1.814
C -3.534 -3.017 1.210
C -2.726 -1.886 1.333
C -3.160 -0.595 0.717
C -4.539 -0.337 0.704
C -5.069 0.752 0.044
C -4.214 1.589 -0.666
C -2.850 1.366 -0.634
C -2.287 0.320 0.110
H 0.247 -1.307 2.543
H -0.902 -0.266 2.915
H -0.292 -3.285 3.256
H -1.783 -5.251 3.059
H -3.851 -5.077 1.693
H -4.433 -2.958 0.611
H -5.204 -1.012 1.229
H -6.136 0.930 0.058
H -4.607 2.416 -1.242
H -2.217 2.032 -1.199
C -4.103 5.634 6.317
C -3.578 4.657 5.309
C -2.597 5.028 4.394
C -2.101 4.145 3.450
C -1.044 4.631 2.500
C -2.620 2.828 3.429
C -2.128 1.809 2.550
O -1.227 1.950 1.706
C -3.631 2.434 4.345
C -4.239 1.053 4.347
C -4.083 3.357 5.267
H -3.542 6.565 6.305
H -4.061 5.213 7.322
H -5.150 5.862 6.108
H -2.207 6.038 4.422
H -0.818 5.676 2.704
H -1.379 4.540 1.466
H -0.127 4.047 2.584
H -2.608 0.832 2.638
H -4.688 0.811 3.381
H -5.021 0.995 5.100
H -3.503 0.281 4.580
H -4.856 3.069 5.971
C -0.039 2.268 5.587
S -0.454 0.568 5.114
C 1.149 -0.039 4.688
C 1.861 0.266 3.582
S 1.429 1.388 2.298
S 3.502 -0.323 3.584
C 3.440 -1.269 5.046
S 4.648 -2.238 5.530
S 1.914 -1.082 5.863
H -0.962 2.731 5.930
H 0.350 2.808 4.727
H 0.684 2.245 6.398
*
```

Record 2
Below is a structure of composition C17H15F5N6O8PPt, with properties calculated with ωB97M-V/def2-TZVPD.

- ΔE to the lowest compared entry with this formula, charge and spin (kJ/mol) = 10.6
- gap between HOMO and LUMO (Ha) = 0.278
- LUMO (Ha) = 0.0768

Geometry as ORCA input:
```
! RIJCOSX wB97M-V def2-TZVPD def2/J DEFGRID3
* xyz -1 1
Pt -1.533 -0.337 -0.145
O -7.541 2.973 0.831
C -6.483 3.590 0.627
O -6.233 4.807 0.580
C -5.235 2.680 0.458
C -3.961 3.230 0.392
C -2.859 2.410 0.244
N -2.995 1.088 0.143
C -4.222 0.531 0.204
C -5.354 1.294 0.370
C -4.262 -0.978 0.063
O -5.274 -1.611 0.245
O -3.120 -1.539 -0.278
H -3.862 4.305 0.455
H -1.845 2.781 0.209
H -6.329 0.832 0.437
F 4.455 2.609 -2.398
C 3.346 2.184 -1.779
C 2.399 1.428 -2.453
F 2.592 1.118 -3.741
C 1.239 1.015 -1.809
F 0.347 0.321 -2.528
C 0.977 1.325 -0.460
O -0.104 1.055 0.217
C 1.962 2.092 0.176
F 1.774 2.462 1.450
C 3.111 2.510 -0.454
F 4.017 3.234 0.232
N 6.396 1.022 2.073
N 5.214 0.467 1.563
N 5.142 -0.012 0.347
C 3.898 -0.475 0.344
N 3.268 -0.278 1.507
N 4.140 0.319 2.296
H 6.847 1.497 1.293
H 6.112 1.719 2.763
H 3.438 -0.930 -0.516
C 0.941 -2.130 2.095
O 1.057 -2.267 0.683
P -0.246 -2.154 -0.232
O 0.389 -2.376 -1.671
C 1.199 -3.522 -1.961
O -0.985 -3.525 0.121
C -2.020 -4.149 -0.649
H 0.319 -2.927 2.506
H 0.532 -1.148 2.335
H 1.955 -2.197 2.469
H 0.895 -3.897 -2.936
H 1.073 -4.299 -1.208
H 2.242 -3.214 -1.993
H -2.988 -3.924 -0.213
H -1.814 -5.218 -0.624
H -2.010 -3.791 -1.679
*
```

Record 3
Below is a cluster of 2 separate species, ClH4NSi in total in a non-equilibrium geometry, with properties calculated with ωB97M-V/def2-TZVPD.

- ΔE to the lowest compared entry with this formula, charge and spin (kJ/mol) = 252.9
- gap between HOMO and LUMO (Ha) = 0.295
- LUMO (Ha) = -0.0307

Geometry as ORCA input:
```
! RIJCOSX wB97M-V def2-TZVPD def2/J DEFGRID3
* xyz 0 1
N -0.148 1.737 -0.904
Si -0.107 -1.991 1.585
Cl -1.111 -3.627 0.813
H -0.382 2.079 0.094
H 0.846 1.698 -1.202
H -0.524 2.496 -1.500
H 1.426 -2.391 1.115
*
```

Record 4
Below is an isolated molecule of CH3NOS in a non-equilibrium geometry, with properties calculated with ωB97M-V/def2-TZVPD.

- structure (SMILES) = ONC=S
- ΔE to the lowest compared entry with this formula, charge and spin (kJ/mol) = 494.8
- gap between HOMO and LUMO (Ha) = 0.296
- LUMO (Ha) = -0.0024

Geometry as ORCA input:
```
! RIJCOSX wB97M-V def2-TZVPD def2/J DEFGRID3
* xyz 0 1
O -1.045 -1.035 0.832
N -0.426 0.129 0.379
C 0.584 0.218 -0.380
S 1.472 2.173 -0.833
H -0.874 -1.824 0.353
H -0.909 1.010 0.388
H 1.199 -0.671 -0.738
*
```

Record 5
Below is an isolated molecule of C2H2O2 in a non-equilibrium geometry, with properties calculated with ωB97M-V/def2-TZVPD.

- structure (SMILES) = C#COO
- ΔE to the lowest compared entry with this formula, charge and spin (kJ/mol) = 477.7
- gap between HOMO and LUMO (Ha) = 0.378
- LUMO (Ha) = 0.0149

Geometry as ORCA input:
```
! RIJCOSX wB97M-V def2-TZVPD def2/J DEFGRID3
* xyz 0 1
C -0.829 -0.407 1.169
C -0.056 0.355 0.689
O 0.715 1.374 0.112
O 1.817 0.942 -0.735
H -1.598 -1.068 1.202
H 2.460 1.679 -0.888
*
```

Record 6
Below is a cluster of 3 separate species, C6H10O2 in total in a non-equilibrium geometry, with properties calculated with ωB97M-V/def2-TZVPD.

- structure (SMILES) = c1ccccc1.O.O
- ΔE to the lowest compared entry with this formula, charge and spin (kJ/mol) = 60.9
- gap between HOMO and LUMO (Ha) = 0.367
- LUMO (Ha) = 0.0257

Geometry as ORCA input:
```
! RIJCOSX wB97M-V def2-TZVPD def2/J DEFGRID3
* xyz 0 1
C -1.328 0.833 0.373
C -1.185 -0.530 0.569
C -0.197 -1.113 1.383
C 0.719 -0.217 1.905
C 0.580 1.172 1.888
C -0.415 1.683 1.083
H -2.006 1.347 -0.296
H -1.979 -1.195 0.212
H -0.166 -2.156 1.672
H 1.658 -0.557 2.346
H 1.157 1.784 2.576
H -0.469 2.737 0.860
O 1.791 -0.682 -2.056
H 2.324 -0.047 -2.545
H 1.650 -1.482 -2.551
O -1.006 -0.733 -2.721
H -0.148 -0.329 -2.925
H -0.981 -0.517 -1.775
*
```

Record 7
Below is a cluster of 2 separate species, C2H3N3OS2 in total in a non-equilibrium geometry, with properties calculated with ωB97M-V/def2-TZVPD.

- ΔE to the lowest compared entry with this formula, charge and spin (kJ/mol) = 282.2
- gap between HOMO and LUMO (Ha) = 0.313
- LUMO (Ha) = 0.0027

Geometry as ORCA input:
```
! RIJCOSX wB97M-V def2-TZVPD def2/J DEFGRID3
* xyz 0 1
C 2.398 -1.174 -0.718
C -0.051 -1.196 1.848
N 2.531 -1.672 0.318
N 0.633 -2.052 2.289
N 0.885 0.762 -1.437
O -0.889 -0.539 1.404
S -0.691 0.493 -1.135
S 1.925 -0.287 -2.048
H -1.397 1.459 -1.755
H 1.654 -2.017 2.498
H -0.973 1.238 0.010
*
```

Record 8
Below is a cluster of 2 separate species, C2H5IN2S in total in a non-equilibrium geometry, with properties calculated with ωB97M-V/def2-TZVPD.

- ΔE to the lowest compared entry with this formula, charge and spin (kJ/mol) = 302.4
- gap between HOMO and LUMO (spin up / spin down) (Ha) = 0.260 / 0.252
- LUMO (spin up / spin down) (Ha) = -0.0017 / -0.0064

Geometry as ORCA input:
```
! RIJCOSX wB97M-V def2-TZVPD def2/J DEFGRID3
* xyz 0 1
C -0.503 -1.837 0.243
C -0.126 0.482 0.918
N -1.335 -2.524 0.739
N 0.690 2.186 -1.278
S 1.257 1.137 0.063
I 1.150 -2.077 -1.042
H 0.023 0.163 2.014
H -1.142 0.702 0.477
H -1.538 -3.502 0.669
H -0.039 2.855 -1.042
H 1.562 2.415 -1.760
*
```

Record 9
Below is a structure of composition C41H59Br3KN5OS5Se, with properties calculated with ωB97M-V/def2-TZVPD.

- ΔE to the lowest compared entry with this formula, charge and spin (kJ/mol) = 8.1
- gap between HOMO and LUMO (Ha) = 0.227
- LUMO (Ha) = 0.1345

Geometry as ORCA input:
```
! RIJCOSX wB97M-V def2-TZVPD def2/J DEFGRID3
* xyz -2 1
K 0.229 0.622 -0.267
C 5.710 6.806 -2.163
C 5.048 6.315 -0.873
C 6.132 6.241 0.212
C 4.006 7.364 -0.452
C 4.379 4.961 -1.046
C 3.782 4.339 0.051
C 3.128 3.143 -0.095
Br 2.372 2.369 1.472
C 2.953 2.446 -1.335
O 2.247 1.390 -1.407
C 3.648 3.060 -2.429
C 4.293 4.283 -2.252
C 3.669 2.457 -3.842
C 5.107 2.410 -4.395
C 2.812 3.327 -4.779
C 3.134 1.026 -3.922
H 6.188 7.773 -1.981
H 4.982 6.938 -2.966
H 6.477 6.113 -2.516
H 6.630 7.211 0.320
H 6.887 5.492 -0.035
H 5.709 5.976 1.181
H 4.485 8.336 -0.296
H 3.511 7.076 0.476
H 3.232 7.474 -1.214
H 3.812 4.788 1.036
H 4.752 4.732 -3.123
H 5.531 3.399 -4.564
H 5.121 1.881 -5.353
H 5.767 1.879 -3.705
H 3.169 4.358 -4.803
H 1.779 3.345 -4.429
H 2.822 2.933 -5.801
H 3.675 0.346 -3.262
H 3.250 0.675 -4.953
H 2.087 0.962 -3.640
N 0.952 -1.317 -2.275
C 1.123 -2.733 -2.507
C 1.741 -3.436 -1.308
C 1.006 -3.256 0.016
N 1.425 -2.054 0.734
H 0.501 -0.851 -3.053
H 1.823 -0.842 -2.066
H 1.728 -2.961 -3.402
H 0.130 -3.161 -2.689
H 2.785 -3.119 -1.190
H 1.791 -4.506 -1.540
H 1.144 -4.159 0.627
H -0.069 -3.174 -0.171
H 2.409 -2.122 0.974
H 0.946 -2.037 1.633
Br -2.069 2.749 -0.389
C -6.150 -1.738 -3.601
C -6.183 -0.330 -4.178
C -6.336 0.745 -3.105
C -5.080 0.959 -2.276
N -4.019 1.584 -3.049
C -2.831 1.019 -3.370
Se -2.375 -0.760 -3.186
N -2.027 1.988 -3.868
C -0.632 1.822 -4.222
C -0.381 1.097 -5.536
C -0.964 1.768 -6.778
C -2.477 1.647 -6.931
C -2.689 3.202 -3.824
C -2.305 4.486 -4.173
C -3.228 5.499 -3.961
C -4.485 5.238 -3.421
C -4.876 3.953 -3.079
C -3.958 2.939 -3.298
H -6.066 -2.491 -4.386
H -7.061 -1.950 -3.034
H -5.293 -1.874 -2.941
H -7.005 -0.245 -4.895
H -5.263 -0.145 -4.742
H -7.148 0.470 -2.424
H -6.632 1.695 -3.559
H -4.667 0.024 -1.902
H -5.243 1.598 -1.405
H -0.100 1.361 -3.385
H -0.227 2.834 -4.274
H -0.746 0.071 -5.458
H 0.707 1.034 -5.641
H -0.488 1.316 -7.655
H -0.660 2.821 -6.805
H -2.806 0.628 -6.715
H -2.787 1.898 -7.948
H -3.020 2.308 -6.255
H -1.318 4.699 -4.561
H -2.954 6.519 -4.201
H -5.167 6.061 -3.248
H -5.841 3.761 -2.632
Br -3.726 -0.653 0.906
C -2.714 0.343 2.176
C -3.394 1.167 3.063
C -2.636 1.822 4.012
C -1.262 1.612 4.049
C -0.705 0.769 3.106
N -1.422 0.154 2.166
H -4.464 1.290 2.987
H -3.114 2.483 4.724
H -0.630 2.089 4.784
H 0.359 0.560 3.100
C -2.278 -1.192 6.432
S -0.532 -1.229 6.882
C -0.142 -2.905 6.568
C -0.077 -3.483 5.327
S -0.407 -2.750 3.811
S 0.355 -5.172 5.359
C 0.541 -5.379 7.058
S 0.974 -6.824 7.783
S 0.190 -3.949 7.922
H -2.594 -0.149 6.481
H -2.885 -1.781 7.118
H -2.397 -1.543 5.408
*
```

Record 10
Below is a structure of composition C13H15N2O2SV in a non-equilibrium geometry, with properties calculated with ωB97M-V/def2-TZVPD.

- gap between HOMO and LUMO (spin up / spin down) (Ha) = 0.239 / 0.266
- LUMO (spin up / spin down) (Ha) = -0.4846 / -0.4637
- ⟨S²⟩ = 0.77

Geometry as ORCA input:
```
! RIJCOSX wB97M-V def2-TZVPD def2/J DEFGRID3
* xyz 3 2
V 0.517 -0.176 -0.858
O 2.349 -0.256 -1.024
C 3.287 -0.555 0.180
C 3.071 -1.988 0.588
C 1.584 -2.370 0.747
C 0.808 -1.449 1.655
C 0.702 -1.662 3.009
C -0.028 -0.771 3.788
C -0.629 0.339 3.194
C -0.471 0.538 1.850
N 0.240 -0.343 1.090
H 2.850 -0.321 -1.857
H 3.006 0.166 0.940
H 4.295 -0.338 -0.158
H 3.590 -2.113 1.542
H 3.542 -2.670 -0.121
H 1.517 -3.386 1.132
H 1.098 -2.449 -0.244
H 1.173 -2.531 3.449
H -0.131 -0.941 4.853
H -1.208 1.046 3.774
H -0.890 1.396 1.349
O -1.095 -0.113 -1.297
N -1.921 0.813 -1.870
C -3.170 0.488 -2.279
C -3.888 1.483 -2.877
C -3.318 2.753 -3.032
C -2.032 3.029 -2.584
C -1.312 2.016 -1.995
S 0.340 2.076 -1.407
H -3.512 -0.522 -2.100
H -4.888 1.265 -3.222
H -3.888 3.537 -3.516
H -1.586 4.008 -2.698
*
```

Record 11
Below is an isolated molecule of C5H7NO, with properties calculated with ωB97M-V/def2-TZVPD.

- structure (SMILES) = CC(=O)[C@@]12C[C@@H]1N2
- ΔE to the lowest compared entry with this formula, charge and spin (kJ/mol) = 317.8
- gap between HOMO and LUMO (Ha) = 0.392
- LUMO (Ha) = 0.0345

Geometry as ORCA input:
```
! RIJCOSX wB97M-V def2-TZVPD def2/J DEFGRID3
* xyz 0 1
C -1.873 0.495 -0.541
C -0.706 -0.363 -0.953
O -0.586 -0.836 -2.062
C 0.407 -0.496 0.012
C 1.497 0.525 0.058
C 0.875 -0.052 1.292
N 0.882 -1.483 0.956
H -2.015 1.297 -1.269
H -1.746 0.914 0.461
H -2.759 -0.143 -0.548
H 2.485 0.246 -0.304
H 1.182 1.542 -0.198
H 0.425 0.394 2.167
H 1.814 -1.822 0.711
*
```

Record 12
Below is a structure of composition C39H35ClN2Si2W in a non-equilibrium geometry, with properties calculated with ωB97M-V/def2-TZVPD.

- ΔE to the lowest compared entry with this formula, charge and spin (kJ/mol) = 0.0
- gap between HOMO and LUMO (spin up / spin down) (Ha) = 0.139 / 0.136
- LUMO (spin up / spin down) (Ha) = -0.2982 / -0.3009
- ⟨S²⟩ = 2.02

Geometry as ORCA input:
```
! RIJCOSX wB97M-V def2-TZVPD def2/J DEFGRID3
* xyz 2 3
C 5.077 0.286 0.591
C 4.150 0.722 -0.409
C 3.030 1.312 0.256
H 4.308 0.713 -1.481
C 3.255 1.223 1.666
C 4.513 0.580 1.874
H 5.009 0.452 2.827
H 6.070 -0.111 0.406
H 2.198 1.814 -0.212
H 2.618 1.636 2.435
W 3.124 -0.812 0.819
Si -3.158 1.956 -0.899
C -4.293 0.990 -2.026
C -5.225 0.087 -1.491
H -5.351 0.013 -0.407
C -5.974 -0.731 -2.344
H -6.685 -1.444 -1.920
C -5.818 -0.622 -3.731
H -6.415 -1.248 -4.397
C -4.905 0.295 -4.267
H -4.791 0.390 -5.350
C -4.144 1.104 -3.417
H -3.425 1.824 -3.814
C -4.161 2.557 0.564
C -5.175 3.504 0.338
H -5.336 3.892 -0.670
C -5.975 3.941 1.401
H -6.775 4.663 1.220
C -5.755 3.452 2.695
H -6.381 3.787 3.524
C -4.733 2.527 2.929
H -4.548 2.141 3.935
C -3.940 2.083 1.868
H -3.142 1.360 2.058
H -2.590 3.099 -1.648
Si -1.685 0.254 -0.059
C -0.636 1.571 0.846
C -0.285 2.829 0.312
H -0.482 3.071 -0.737
C 0.243 3.830 1.137
H 0.495 4.800 0.709
C 0.410 3.598 2.502
H 0.770 4.395 3.156
C 0.086 2.348 3.035
H 0.194 2.160 4.104
C -0.408 1.336 2.210
H -0.662 0.363 2.634
C -0.812 -0.143 -1.675
C 0.270 0.614 -2.150
H 0.718 1.386 -1.526
C 0.740 0.430 -3.453
H 1.542 1.069 -3.829
C 0.180 -0.553 -4.269
H 0.544 -0.692 -5.288
C -0.866 -1.346 -3.783
H -1.303 -2.119 -4.414
C -1.370 -1.138 -2.498
H -2.223 -1.718 -2.136
H -1.740 -0.985 0.714
Cl 0.923 -1.529 1.019
C 3.966 -3.508 -2.443
C 4.499 -4.637 -1.806
C 4.643 -4.632 -0.421
C 4.271 -3.498 0.310
N 3.791 -2.380 -0.351
C 3.606 -2.390 -1.709
C 4.203 -3.418 1.750
C 4.424 -4.482 2.631
C 4.130 -4.338 3.982
C 3.636 -3.111 4.445
C 3.460 -2.055 3.566
N 3.732 -2.211 2.233
H 3.829 -3.487 -3.524
H 4.791 -5.513 -2.380
H 5.026 -5.487 0.135
H 3.160 -1.494 -2.147
H 4.799 -5.415 2.211
H 4.275 -5.168 4.670
H 3.386 -2.960 5.494
H 3.073 -1.080 3.869
*
```

no.,energy (eV)
1,-157654.1177
2,-69318.2385
3,-21954.2034
4,-15453.6806
5,-6195.1031
6,-10478.5386
7,-30307.2266
8,-24066.7311
9,-398955.4203
10,-57291.9763
11,-8832.9091
12,-74080.2358